Entry 1:
The following is a DFT calculation (ωB97M-V with the def2-TZVPD basis set) of a structure of composition F2HNO3S2.

The geometry in XYZ format:
```
9
Properties=species:S:1:pos:R:3:forces:R:3
N 0.906742 0.707786 0.061265 -1.58 -2.39 -0.23
O -1.290634 1.015084 1.403429 -0.07 0.01 -0.79
O -0.925658 -0.859316 -0.376456 0.27 0.36 0.77
O 0.824234 -1.557015 1.227100 -0.20 -0.97 -0.36
F -1.356931 1.400638 -1.189751 -0.26 -0.50 1.69
F 1.230939 -1.471883 -1.249058 -0.86 0.20 1.70
S -1.785756 0.524200 0.161365 -1.72 0.64 -1.19
S 0.578402 -0.767082 0.084641 2.81 2.34 -1.46
H 1.818666 1.007588 -0.122531 1.61 0.29 -0.14
```
Positions in Å, forces in eV/Å.

Its HOMO energy is -10.76 eV. As for the total charge: 0. For the molar mass, the calculation gives 165.14 u. The calculation puts the gap between HOMO and LUMO at 0.3978 hartree.

Löwdin analysis output, partial charges in e: -0.16, -0.36, -0.44, -0.22, -0.30, -0.19, 1.04, 0.61, 0.03

Entry 2:
The following is a DFT calculation (ωB97M-V with the def2-TZVPD basis set) of a structure of composition C4H5NOS.

The geometry in XYZ format:
```
12
Properties=species:S:1:pos:R:3:forces:R:3
C 1.751229 -1.012097 0.088597 -4.44 -1.26 0.31
C 2.848717 0.699107 -0.315278 1.15 0.80 -1.96
C 0.948010 0.109962 0.151986 -0.27 -2.43 0.00
C -3.160162 0.270790 0.262966 1.96 -0.65 1.63
N 1.668497 1.180456 -0.137442 -0.47 0.78 0.36
O 2.963909 -0.636512 -0.301609 0.15 -0.14 0.83
S -2.064108 -1.155271 -0.045048 1.75 0.63 0.57
H 1.287597 -2.024845 0.183027 1.64 0.78 -0.16
H 3.642203 1.163262 -0.861714 0.48 0.56 0.44
H -2.368623 1.075165 0.247709 -1.68 -0.22 -0.40
H -3.669902 0.215339 1.250688 0.54 0.07 -0.65
H -3.847372 0.114649 -0.523881 -0.81 1.07 -0.98
```
Positions in Å, forces in eV/Å.

Its HOMO energy (spin up / spin down) is -8.67 / -8.63 eV. As for the total charge: 0. For the molar mass, the calculation gives 115.16 u. The calculation puts the gap between HOMO and LUMO (spin up / spin down) at 0.2118 / 0.2101 hartree.

Löwdin analysis output, partial charges in e: -0.17, -0.22, -0.06, -0.53, 0.10, 0.05, 0.53, 0.12, 0.13, 0.03, 0.03, -0.02

Entry 3:
The following is a DFT calculation (ωB97M-V with the def2-TZVPD basis set) of a cluster of 9 separate species, C36H60O21 in total.

The geometry in XYZ format:
```
117
Properties=species:S:1:pos:R:3:forces:R:3
C 4.604307 -9.039419 8.005678 -1.12 0.05 1.10
C 3.237921 -8.341590 7.670955 2.27 0.99 1.95
C 2.869159 -7.003895 8.355416 0.58 -0.24 -0.33
O 3.477438 -5.983600 7.496616 -0.38 -1.23 2.30
C 3.704990 -6.558884 6.325982 -1.20 0.37 -0.87
O 3.923228 -5.887381 5.367172 0.61 -1.03 -0.44
O 3.458744 -7.915791 6.370076 -0.63 1.05 -2.46
H 5.502790 -8.538313 7.645507 -0.40 0.29 -0.57
H 4.517459 -10.033536 7.567183 0.37 0.03 0.09
H 4.805375 -9.108454 9.074749 -0.40 -0.42 0.21
H 2.371879 -8.963211 7.898193 0.15 -0.56 -0.97
H 3.200797 -6.976757 9.393383 0.15 0.53 -0.18
H 1.787115 -6.899893 8.275076 -0.01 0.30 0.17
C 5.259786 -17.358193 12.263135 1.87 0.49 -0.34
C 4.614562 -16.913347 10.975937 -2.44 0.99 0.75
C 4.694898 -15.414010 10.484909 0.26 -0.72 1.23
O 5.518494 -15.483729 9.329064 -0.13 0.67 -0.09
C 5.422502 -16.699758 8.836848 2.27 -3.21 -3.13
O 5.808941 -17.067281 7.702173 -1.81 1.45 4.34
O 5.016940 -17.582333 9.835465 0.66 -0.39 -2.31
H 4.993524 -16.663761 13.059984 0.27 0.07 -0.09
H 6.324610 -17.335045 12.031403 0.43 0.46 0.63
H 5.152477 -18.372059 12.648674 -0.91 -0.12 -0.63
H 3.555790 -17.103712 11.151632 -0.37 -0.09 -0.46
H 5.145503 -14.783862 11.251703 -0.04 0.23 -0.28
H 3.723719 -15.068103 10.130969 -0.06 0.12 0.44
C 8.918466 -8.472527 10.645829 -0.41 -0.33 1.74
C 8.879687 -7.087125 10.066487 1.00 0.37 0.30
C 9.840552 -5.915476 10.471160 0.61 -1.11 0.99
O 10.494087 -5.562849 9.284564 -0.45 1.15 -0.85
C 9.975761 -6.235040 8.260988 2.25 -0.99 -4.93
O 10.347665 -6.103189 7.066974 -1.80 -0.22 4.64
O 9.215994 -7.261384 8.706527 -0.60 1.06 -1.29
H 7.996877 -8.993116 10.385555 0.04 -0.06 -0.20
H 8.902467 -8.426638 11.734750 -0.23 0.22 0.28
H 9.761400 -9.140975 10.470524 0.22 0.55 -0.75
H 7.904734 -6.625222 10.222084 -0.49 -0.54 -0.52
H 10.693980 -6.149991 11.107367 -0.50 -0.30 0.69
H 9.251947 -5.095930 10.883460 0.20 0.18 -0.09
C 4.035430 -14.775043 17.893765 1.10 -0.14 -0.31
C 4.519023 -13.829211 16.809202 -0.93 1.28 1.73
C 5.880950 -13.185069 16.959918 -0.34 0.73 1.54
O 6.378251 -13.310441 15.694826 3.85 1.38 -1.36
C 5.685242 -14.113987 14.936944 3.42 -0.02 -3.86
O 5.997572 -14.478406 13.816428 -0.48 0.62 1.36
O 4.673317 -14.438523 15.576996 -5.97 -3.37 0.67
H 3.088227 -15.280763 17.706273 0.02 0.34 -0.18
H 4.006377 -14.224874 18.834279 -0.14 -0.07 0.04
H 4.815758 -15.532321 17.969405 -0.11 -0.28 0.31
H 3.853358 -12.967170 16.765763 -0.68 -0.26 -0.64
H 6.516298 -13.647277 17.715431 0.20 -0.05 -0.06
H 5.801143 -12.107362 17.102308 0.01 -0.09 0.70
C 7.958736 -5.308409 14.253628 0.59 0.12 -0.20
C 6.696078 -4.732648 13.599228 2.67 0.87 2.51
C 6.875527 -3.428786 12.809688 1.06 0.48 3.06
O 6.087544 -3.650477 11.733935 -1.56 -0.12 -2.63
C 5.752650 -4.958890 11.665076 -3.29 -0.28 -4.35
O 5.015562 -5.471821 10.818390 1.99 1.57 1.91
O 6.294352 -5.606001 12.628795 -0.03 -2.72 0.73
H 8.855152 -5.142057 13.656249 -0.06 0.26 -0.35
H 7.923927 -6.395142 14.330411 -0.47 0.02 0.26
H 8.200961 -4.882766 15.227410 -0.36 0.01 0.05
H 5.960197 -4.603309 14.392856 -0.51 -0.18 -0.24
H 7.916818 -3.188980 12.594487 0.09 -0.27 -0.51
H 6.506492 -2.603061 13.418048 -0.16 0.17 -0.22
C 2.231530 -9.979836 17.029353 -1.30 -0.58 -0.29
C 1.644592 -9.880979 18.504363 0.87 -0.15 -3.96
C 2.626597 -10.429241 19.534980 -1.21 0.30 -0.79
O 2.727760 -9.260663 20.292860 2.42 0.00 2.86
C 2.305364 -8.129975 19.687241 1.76 2.62 4.49
O 2.446563 -6.998170 20.107217 0.39 -1.70 -0.31
O 1.639647 -8.444953 18.696873 -3.30 -1.67 -4.35
H 3.267481 -9.655078 16.932202 0.16 -0.46 0.49
H 1.754042 -9.421502 16.224137 -0.63 1.12 0.74
H 2.005377 -10.915977 16.518856 0.78 -0.90 0.71
H 0.636873 -10.285972 18.596972 0.02 0.30 -0.07
H 3.539520 -10.814652 19.080964 0.46 0.71 0.00
H 2.257010 -11.284037 20.101385 -0.39 0.42 0.38
C 4.581584 -10.979853 13.206848 -0.50 -1.91 0.62
C 5.266863 -9.689729 13.652793 -1.74 0.22 0.01
C 5.060061 -8.922521 12.362727 3.15 0.45 -0.57
O 5.399953 -9.932097 11.364498 -0.50 0.50 -0.85
C 4.780718 -11.186907 11.701146 0.08 1.49 0.76
H 3.511758 -10.900950 13.400091 -0.04 0.08 0.24
H 4.939239 -11.892150 13.684226 -0.03 0.11 0.44
H 6.295686 -9.725719 14.011014 0.07 -0.34 -0.54
H 4.671132 -9.268127 14.462387 0.00 0.15 0.11
H 5.857259 -8.189545 12.238992 0.46 -0.06 -0.03
H 4.244651 -8.212712 12.223491 -1.19 -1.16 -0.11
H 5.382243 -12.073905 11.502388 0.61 0.46 -0.26
H 3.864002 -11.306449 11.123696 -0.30 0.06 0.15
C 1.688610 -5.670315 15.459999 1.15 0.95 -0.25
C 1.021359 -5.786535 14.127127 -1.53 -0.86 -1.14
C 1.806489 -6.823627 13.320152 -1.52 0.70 -1.86
O 2.347964 -7.669213 14.249933 1.93 0.97 2.34
C 2.800166 -6.681187 15.264451 0.82 -1.53 2.00
H 1.101030 -5.851137 16.360083 -0.25 -0.39 -0.38
H 2.021309 -4.637718 15.565691 0.54 -0.10 0.18
H 0.932119 -4.872697 13.539717 -0.43 0.04 0.34
H 0.085781 -6.317026 14.304268 -0.55 0.71 -0.31
H 2.467428 -6.378599 12.576375 1.04 0.28 0.44
H 1.147955 -7.373667 12.647916 -0.34 -0.36 0.27
H 3.822972 -6.317089 15.167484 -0.03 0.60 -1.62
H 3.025974 -7.137195 16.228384 -0.75 -1.07 0.04
C 7.414628 -12.793391 8.962871 1.03 -0.28 1.23
C 6.654248 -11.647018 8.340957 -0.58 -0.38 2.18
C 7.405047 -11.478397 7.073234 0.66 -0.54 -0.10
O 8.805077 -11.843102 7.339169 -0.58 -0.18 1.04
C 8.824084 -12.343061 8.713803 0.01 -0.64 -1.11
H 7.156648 -13.779900 8.577714 0.25 0.19 -0.60
H 7.445672 -12.963097 10.039131 -1.04 0.44 0.43
H 6.736968 -10.788868 9.007910 -0.36 0.13 0.02
H 5.631592 -12.012849 8.249014 -0.23 0.75 -0.37
H 7.400704 -10.465348 6.670969 -0.18 -0.30 -0.32
H 6.899003 -12.256907 6.502315 0.67 0.29 -1.32
H 9.120547 -11.574795 9.427937 -0.09 0.43 -0.11
H 9.478097 -13.189707 8.922471 0.55 0.06 -0.88
```
Positions in Å, forces in eV/Å.

Its HOMO energy is -9.17 eV. As for the total charge: 0. For the molar mass, the calculation gives 828.86 u. The calculation puts the gap between HOMO and LUMO at 0.3254 hartree.

Löwdin atomic charge list, values in e, 99 entries: 0.00, -0.31, -0.06, 0.08, -0.57, 0.16, 0.06, 0.09, 0.07, 0.06, 0.15, 0.12, 0.13, -0.02, -0.35, -0.05, 0.06, -0.48, 0.10, 0.08, 0.07, 0.09, 0.09, 0.14, 0.12, 0.13, -0.01, -0.29, -0.08, 0.08, -0.50, 0.10, 0.09, 0.07, 0.08, 0.09, 0.14, 0.14, 0.12, 0.00, -0.32, -0.11, 0.10, -0.66, 0.13, 0.16, 0.09, 0.09, 0.09, 0.14, 0.14, 0.14, 0.00, -0.32, -0.13, 0.10, -0.55, 0.13, 0.10, 0.07, 0.08, 0.09, 0.15, 0.14, 0.14, -0.02, -0.20, -0.11, 0.07, -0.64, 0.14, 0.12, 0.08, 0.07, 0.07, 0.16, 0.12, 0.13, -0.16, -0.14, -0.17, -0.17, -0.17, 0.11, 0.09, 0.12, 0.09, 0.10, 0.11, 0.10, 0.12, -0.16, -0.16, -0.28, -0.12, -0.17, 0.12, 0.11, 0.12

Entry 4:
The following is a DFT calculation (ωB97M-V with the def2-TZVPD basis set) of a structure of composition C3H5NO2.

The geometry in XYZ format:
```
11
Properties=species:S:1:pos:R:3:forces:R:3
N -1.763564 0.123534 1.359916 0.55 0.48 -0.14
C -0.707516 0.489390 0.939681 -0.72 0.00 0.20
C 0.305667 1.205330 0.113648 -0.02 0.11 0.15
O 0.351762 0.476433 -1.079365 0.01 0.08 -0.04
C 0.457225 -0.947398 -0.794094 0.11 -0.30 -0.07
O 0.000334 -1.192299 0.478522 -0.03 -0.16 -0.14
H -1.248154 -0.954427 0.914620 0.29 -0.17 -0.11
H -0.053104 2.211187 -0.117845 0.02 -0.13 0.06
H 1.265887 1.256004 0.644204 -0.13 -0.03 -0.06
H -0.126929 -1.437625 -1.582280 0.07 0.06 0.13
H 1.518392 -1.230130 -0.877008 -0.16 0.06 0.02
```
Positions in Å, forces in eV/Å.

Its HOMO energy is -9.80 eV. As for the total charge: 0. For the molar mass, the calculation gives 87.08 u. The calculation puts the gap between HOMO and LUMO at 0.3894 hartree.

Löwdin analysis output, partial charges in e: 0.18, -0.16, -0.16, -0.10, -0.27, -0.17, 0.16, 0.14, 0.14, 0.13, 0.13